Record 1
Here is 2 unconnected molecules or ions with the total composition C6H9O6 from the Open Molecules 2025 dataset. Energies are from the ωB97M-V functional and the def2-TZVPD basis.

Values from the calculation:
Total charge ... +2
Relative energy (zero: lowest compared OMol25 entry of this formula, charge and spin) ... 0.000 eV
LUMO level (spin up / spin down) ... -8.9 / -13.2 eV
⟨S²⟩ ... 0.7608
Gap between HOMO and LUMO (spin up / spin down) ... 10.36 / 5.90 eV
Multiplicity ... 2

Structure (XYZ):
```
21
Properties=species:S:1:pos:R:3:mulliken_spin:R:1
H -0.8286 -1.9052 1.8239 0.0071
O -5.1855 1.0421 -0.0766 0.0066
C -4.3080 0.2864 -0.4653 0.0119
C -2.9457 0.3227 0.1445 0.0106
C -2.4941 -1.0172 0.6761 0.1844
C -0.9952 -0.9298 1.3522 0.1073
O -0.0644 -0.6299 0.3942 0.4318
C 0.6352 -1.6610 -0.1891 -0.0622
O 0.2746 -2.7980 -0.2001 0.2409
O 1.7350 -1.1393 -0.6761 -0.0018
H -4.5342 -0.3891 -1.3175 0.0005
H -3.0309 1.0335 0.9894 0.0075
H -2.2681 0.7557 -0.6078 0.0021
H -2.4177 -1.7970 -0.0916 0.0075
H -3.1074 -1.3487 1.5218 0.0010
H -1.0615 -0.0839 2.0479 0.0438
H 2.1204 -1.7223 -1.3464 0.0013
O -6.7136 3.0455 -0.3749 -0.0001
C -5.8945 2.4992 -1.1434 -0.0001
O -5.4537 2.5709 -2.2074 -0.0003
H -7.3308 2.4457 0.0911 0.0000
```

Record 2
Here is 2 unconnected molecules or ions with the total composition C13H32BrO2P2 from the Open Molecules 2025 dataset. Energies are from the ωB97M-V functional and the def2-TZVPD basis.

Values from the calculation:
Total charge ... +1
LUMO level ... -4.6 eV
Gap between HOMO and LUMO ... 7.47 eV

Structure (XYZ):
```
50
Properties=species:S:1:pos:R:3:nbo_charge:R:1
C 7.7951 0.9480 0.8398 -0.6363
C 7.4084 -0.6022 0.3592 -0.4124
C 5.9031 -1.0696 0.9112 -0.4189
C 4.7749 -1.1503 -0.2887 -0.4221
C 3.6917 -2.3734 -0.1171 -0.4059
C 2.1129 -1.8206 -0.0992 -0.4349
C 1.6676 -1.7998 1.4779 -0.4293
C 0.0565 -1.6797 1.7486 -0.4385
C -0.8882 -1.8017 0.4140 -0.6900
P -1.0880 -0.1427 -0.5454 0.5458
P -1.7718 1.5292 0.6744 0.8043
O -0.7632 1.8186 2.0640 -0.9634
Br -1.5246 3.4521 -0.5878 -0.1409
H 6.8235 1.6064 0.8069 0.2025
H 8.6377 1.4257 0.1509 0.2250
H 8.2401 0.9389 1.9354 0.2174
H 7.4646 -0.6980 -0.8276 0.2055
H 8.2669 -1.3066 0.7713 0.2171
H 5.9829 -2.0951 1.4705 0.2117
H 5.6010 -0.2550 1.7106 0.2067
H 4.2738 -0.0761 -0.3728 0.1998
H 5.3382 -1.3477 -1.3218 0.2175
H 3.9494 -2.9003 0.9226 0.2108
H 3.8840 -3.1772 -0.9464 0.2271
H 2.1162 -0.7678 -0.6132 0.1998
H 1.5187 -2.5680 -0.7761 0.2041
H 2.1014 -2.7142 2.0656 0.2400
H 2.1591 -0.8191 1.9483 0.2284
H -0.2343 -2.6049 2.4443 0.2526
H -0.1954 -0.7094 2.3756 0.2384
H -0.6020 -2.7178 -0.2957 0.3012
H -1.9827 -2.0681 0.8092 0.2815
H -2.1142 -0.3772 -1.5497 0.1333
H 0.1951 0.1620 -1.1703 0.0844
H -1.0850 2.6248 2.5747 0.5347
C -5.5335 3.0672 -0.5027 -0.6450
C -5.3901 2.1725 -1.7226 -0.0640
O -5.6369 0.7965 -1.4509 -0.5560
C -6.9339 0.4688 -0.9565 -0.0656
C -8.0569 0.8509 -1.9066 -0.6464
H -4.8566 2.7371 0.2959 0.1963
H -5.2976 4.1051 -0.7580 0.2228
H -6.5467 3.0441 -0.0962 0.2162
H -4.3604 2.2407 -2.0877 0.1698
H -6.0294 2.5178 -2.5407 0.1752
H -7.0845 0.9149 0.0326 0.1625
H -6.9514 -0.6169 -0.8118 0.1890
H -8.0940 1.9283 -2.0839 0.2056
H -9.0232 0.5450 -1.4960 0.2261
H -7.9182 0.3646 -2.8782 0.2165
```

Record 3
Here is 4 unconnected molecules or ions with the total composition C29H63B2F5N4O4P from the Open Molecules 2025 dataset. Energies are from the ωB97M-V functional and the def2-TZVPD basis.

Values from the calculation:
Total charge ... -1
LUMO level ... 2.1 eV
Gap between HOMO and LUMO ... 6.86 eV

Structure (XYZ):
```
108
Properties=species:S:1:pos:R:3:lowdin_charge:R:1
C -5.4029 -2.8354 -4.6939 0.0692
C -4.5763 -1.9712 -4.4984 -0.0519
C -3.5052 -0.8390 -4.3433 -0.3049
O -2.6856 -0.8346 -5.4839 -0.0789
B -1.3852 -1.6044 -5.3761 -0.6995
C -1.7965 -3.0529 -6.0482 -0.0861
C -0.8581 -3.5480 -7.2358 -0.1914
C -1.4479 -3.0020 -8.6084 -0.0738
C -0.4080 -2.8973 -9.7895 -0.3314
F -0.8185 -3.7847 -10.8253 0.0290
F 0.8910 -3.2493 -9.4613 0.0880
C -0.5137 -1.4431 -10.4391 -0.4036
F -0.4437 -0.4530 -9.4918 0.1403
F -1.7195 -1.3803 -11.1424 0.0994
F 0.4721 -1.2156 -11.4050 0.0921
B -0.3203 -0.5722 -6.1726 -0.3851
O -0.7916 0.6838 -6.7297 0.0738
O 1.1127 -0.8207 -6.3224 -0.0387
C 1.7217 -0.3163 -5.1024 -0.2469
C 3.0999 0.3669 -5.5554 -0.0765
O -1.2543 -1.6781 -3.8774 -0.0494
C -2.4008 -1.2175 -3.1790 -0.3806
P -2.2135 0.2940 -2.0757 0.7868
N -1.9631 -0.1176 -0.5358 -0.3489
H -6.2778 -3.5192 -4.7997 0.0353
H -3.8425 0.1868 -4.0250 0.1014
H -1.8467 -3.8590 -5.2512 0.1072
H -2.8449 -2.9563 -6.4814 0.1005
H -0.9697 -4.6832 -7.2790 0.1065
H 0.2398 -3.3570 -7.0863 0.1070
H -2.0234 -2.0449 -8.4175 0.1380
H -2.2304 -3.7530 -8.9466 0.1356
H -0.4184 1.3782 -6.1440 0.0922
H 1.9565 -1.1311 -4.3593 0.1254
H 1.0371 0.4361 -4.5957 0.1154
H 3.7981 0.4498 -4.6648 0.0637
H 3.5378 -0.2645 -6.3858 0.0807
H 2.8029 1.3919 -5.9449 0.0757
H -2.9546 -2.0263 -2.6042 0.1307
H -3.4240 1.0766 -2.0997 0.0024
H -1.1128 1.1053 -2.5152 0.0103
H -1.0696 0.2757 -0.2243 -0.0555
C -4.9734 1.8213 6.1242 -0.0972
C -4.7120 1.6182 4.6368 -0.2766
N -3.3372 1.2537 4.3269 -0.1945
C -3.0315 1.3249 2.8991 -0.2473
C -3.7637 0.3630 1.9624 -0.1105
C -2.8165 0.0808 5.0159 -0.2521
C -3.5593 -1.2435 4.8272 -0.0812
H -4.2937 2.5654 6.5466 0.0766
H -5.9958 2.1771 6.2746 0.0692
H -4.8672 0.8922 6.6891 0.0569
H -4.9439 2.5647 4.1389 0.1159
H -5.4292 0.8809 4.2498 0.0976
H -1.9528 1.1997 2.7566 0.1101
H -3.2395 2.3476 2.5625 0.1066
H -3.3664 -0.6486 2.0349 0.0521
H -3.6178 0.6857 0.9304 0.0280
H -4.8405 0.3382 2.1502 0.0632
H -2.7857 0.3013 6.0889 0.0840
H -1.7664 -0.0626 4.7410 0.1126
H -4.6439 -1.1319 4.8874 0.0684
H -3.2615 -1.9454 5.6134 0.0570
H -3.3105 -1.7144 3.8763 0.0592
C 3.9090 2.1975 -0.6785 -0.0880
C 5.3537 2.1487 -1.1587 -0.2745
N 5.5843 2.8722 -2.4025 -0.1941
C 6.8901 2.5991 -2.9902 -0.2533
C 8.1313 3.0390 -2.2083 -0.0924
C 5.1794 4.2721 -2.4153 -0.2489
C 5.8026 5.2049 -1.3746 -0.0896
H 3.2250 1.8305 -1.4472 0.0778
H 3.7915 1.5650 0.2043 0.0736
H 3.6054 3.2080 -0.3960 0.0636
H 5.6030 1.0948 -1.3154 0.1175
H 6.0073 2.5049 -0.3495 0.0960
H 6.9319 3.0395 -3.9922 0.1117
H 6.9630 1.5185 -3.1583 0.1088
H 8.2856 4.1165 -2.2715 0.0524
H 9.0176 2.5652 -2.6421 0.0694
H 8.0861 2.7471 -1.1576 0.0649
H 4.0922 4.3121 -2.2967 0.1014
H 5.3563 4.6874 -3.4126 0.1146
H 5.8430 4.7594 -0.3785 0.0670
H 5.2041 6.1179 -1.2970 0.0708
H 6.8092 5.5132 -1.6586 0.0517
C 1.5115 -2.2249 7.2155 -0.0905
C 0.1967 -1.5395 7.5635 -0.2692
N -0.4300 -2.0474 8.7803 -0.1918
C -1.8021 -1.5818 8.9586 -0.2452
C -2.0207 -0.0816 9.1682 -0.0905
C 0.3940 -2.0229 9.9821 -0.2512
C 0.9506 -0.6727 10.4386 -0.0891
H 1.3835 -3.3068 7.1349 0.0795
H 1.8759 -1.8577 6.2534 0.0742
H 2.2884 -2.0203 7.9558 0.0624
H -0.4820 -1.7074 6.7216 0.1109
H 0.3662 -0.4549 7.6130 0.1003
H -2.2610 -2.1241 9.7925 0.1110
H -2.3785 -1.8879 8.0779 0.0985
H -1.7420 0.2281 10.1759 0.0529
H -3.0839 0.1493 9.0475 0.0678
H -1.4710 0.5231 8.4447 0.0648
H 1.2387 -2.7020 9.8285 0.0994
H -0.1650 -2.4724 10.8093 0.1130
H 1.3454 -0.0777 9.6127 0.0681
H 1.7726 -0.8351 11.1427 0.0702
H 0.1997 -0.0825 10.9643 0.0524
```